# 1
A single C4H9NO2 molecule at a distorted geometry, computed with ωB97M-V with the def2-TZVPD basis set.

Its SMILES is C[C@@H](N)CC(=O)O. The calculation puts the gap between HOMO and LUMO at 0.37056 Ha. The calculation puts the HOMO energy at -0.3433 Ha.

Positions of all 16 atoms, in Å:
C -0.579 0.992 1.087
C 0.704 0.657 0.344
N 1.579 -0.152 1.233
C 0.440 -0.026 -1.041
C -0.626 -1.087 -1.047
O -0.524 -2.219 -0.666
O -1.779 -0.596 -1.551
H -0.606 0.490 2.056
H -0.812 2.038 1.275
H -1.480 0.605 0.606
H 1.311 1.530 0.112
H 1.017 -0.849 1.680
H 2.317 -0.503 0.641
H 1.391 -0.391 -1.412
H 0.071 0.808 -1.632
H -2.422 -1.297 -1.685

Atoms 1-6, force components in eV/Å:
C -1.00 -0.26 0.40
C 0.62 -0.97 0.40
N -0.54 1.44 -0.70
C -0.36 1.05 0.70
C 0.11 0.01 -0.02
O 0.16 -0.24 0.10


# 2
A single C4H9NO2 molecule, computed with ωB97M-V with the def2-TZVPD basis set.

Its SMILES is C[C@@H](O)CC(N)=O. The calculation puts the gap between HOMO and LUMO at 0.38191 Ha. The calculation puts the HOMO energy at -0.3551 Ha.

Positions of all 16 atoms, in Å:
C 0.920 2.070 0.209
C 0.616 0.655 -0.268
O 1.705 -0.233 -0.051
C -0.572 0.050 0.439
C -1.245 -1.124 -0.257
N -0.656 -1.701 -1.380
O -2.384 -1.409 0.072
H 1.164 2.078 1.277
H 0.056 2.725 0.040
H 1.767 2.483 -0.354
H 0.371 0.686 -1.340
H 2.482 0.160 -0.465
H -0.338 -0.191 1.484
H -1.380 0.787 0.477
H -1.338 -2.243 -1.897
H 0.287 -2.079 -1.393

Atoms 1-6, force components in eV/Å:
C 0.03 -0.02 0.01
C -0.29 0.12 -0.08
O 0.32 0.07 -0.16
C -0.11 0.04 0.00
C -0.40 -0.10 0.01
N -0.31 -0.06 0.10


# 3
A single C4H9NO2 molecule, computed with ωB97M-V with the def2-TZVPD basis set.

Its SMILES is C[C@@H](CO)NC=O. The calculation puts the gap between HOMO and LUMO at 0.39472 Ha. The calculation puts the HOMO energy at -0.3678 Ha.

Positions of all 16 atoms, in Å:
C 1.119 -1.126 0.527
C 0.061 -0.032 0.673
C 0.581 1.333 0.217
O -0.373 2.355 0.399
N -1.163 -0.415 -0.039
C -1.213 -0.674 -1.374
O -0.356 -0.376 -2.185
H 0.791 -2.054 1.006
H 2.063 -0.835 0.997
H 1.301 -1.312 -0.534
H -0.230 0.072 1.726
H 1.438 1.594 0.848
H 0.928 1.274 -0.822
H -1.054 2.233 -0.275
H -1.904 -0.816 0.512
H -2.162 -1.145 -1.684

Atoms 1-6, force components in eV/Å:
C 0.10 0.03 0.05
C 0.13 -0.09 0.11
C 0.32 -0.20 0.01
O -0.22 0.05 -0.19
N -0.07 -0.20 -0.17
C 0.15 0.41 -0.17


# 4
A single C4H9NO2 molecule at a distorted geometry, computed with ωB97M-V with the def2-TZVPD basis set.

Its SMILES is C[C@@H](C=O)NCO. The calculation puts the gap between HOMO and LUMO at 0.36271 Ha. The calculation puts the HOMO energy at -0.3406 Ha.

Positions of all 16 atoms, in Å:
C -1.536 -0.812 0.076
C -0.421 0.025 -0.491
C -1.044 0.873 -1.571
O -1.810 0.567 -2.498
N 0.318 0.692 0.537
C 1.805 0.377 0.643
O 2.151 -0.847 1.171
H -1.217 -1.441 0.930
H -2.429 -0.196 0.187
H -1.631 -1.641 -0.689
H 0.371 -0.453 -1.140
H -0.740 1.927 -1.378
H 0.002 0.497 1.477
H 2.157 0.334 -0.506
H 2.347 1.116 1.253
H 1.677 -1.016 2.000

Atoms 1-6, force components in eV/Å:
C 0.76 -2.94 -1.35
C 0.84 -1.25 -0.83
C -1.56 1.60 -1.33
O 2.17 0.18 2.56
N 2.71 0.83 1.07
C -0.73 1.04 -3.31


# 5
2 unconnected molecules or ions with the total composition C4H9NO2 at a distorted geometry, computed with ωB97M-V with the def2-TZVPD basis set.

The calculation puts the gap between HOMO and LUMO (spin up / spin down) at 0.33425 / 0.33453 Ha. The calculation puts the HOMO energy (spin up / spin down) at -0.3437 / -0.3439 Ha.

Positions of all 16 atoms, in Å:
C 2.071 -0.518 0.153
C -1.235 0.096 -1.110
C -0.608 1.371 1.032
C -0.652 0.053 0.319
O 1.896 -0.836 -1.061
O 1.239 -1.927 -1.352
N -0.588 -1.012 0.998
H -0.648 -1.870 0.451
H 2.557 0.436 0.308
H 1.943 -1.230 0.964
H -0.761 0.900 -1.672
H -1.093 -0.853 -1.622
H -2.307 0.285 -1.022
H -1.611 1.771 1.140
H -0.174 1.245 2.016
H -0.028 2.087 0.459

Atoms 1-6, force components in eV/Å:
C 0.89 -0.60 -0.62
C 0.85 -0.04 0.66
C 0.53 -0.12 -0.09
C -2.42 -0.30 -0.64
O 0.35 2.00 1.30
O -0.47 -1.61 -0.22


# 6
2 unconnected molecules or ions with the total composition C4H9NO2, computed with ωB97M-V with the def2-TZVPD basis set.

Its SMILES is CC(C)O.N=C=O. The calculation puts the gap between HOMO and LUMO at 0.41966 Ha. The calculation puts the HOMO energy at -0.3945 Ha.

Positions of all 16 atoms, in Å:
C 0.812 0.216 1.886
C 0.316 -0.100 0.482
C -0.836 0.812 0.088
O -0.181 -1.441 0.391
H -0.019 0.151 2.596
H 1.221 1.232 1.923
H 1.602 -0.473 2.207
H 1.150 0.016 -0.230
H -1.578 0.852 0.890
H -0.475 1.822 -0.124
H -1.349 0.435 -0.797
H 0.504 -2.039 0.719
N -0.487 -1.127 -2.531
C -0.211 0.026 -2.788
O 0.032 1.122 -3.132
H -0.499 -1.503 -1.581

Atoms 1-6, force components in eV/Å:
C 0.02 0.00 0.05
C 0.03 0.31 0.03
C -0.06 0.05 0.03
O 0.15 -0.22 0.07
H 0.12 -0.02 -0.08
H -0.06 -0.15 -0.01


# 7
2 unconnected molecules or ions with the total composition C4H9NO2, computed with ωB97M-V with the def2-TZVPD basis set.

Its SMILES is C=C(C)O.NC=O. The calculation puts the gap between HOMO and LUMO at 0.35132 Ha. The calculation puts the HOMO energy at -0.3248 Ha.

Positions of all 16 atoms, in Å:
C 2.009 -0.524 0.763
C 1.274 0.377 0.118
C 1.160 0.508 -1.371
O 0.566 1.307 0.855
H 2.621 -1.218 0.207
H 2.064 -0.524 1.842
H 1.982 -0.008 -1.858
H 0.219 0.060 -1.695
H 1.179 1.560 -1.653
H -0.334 1.331 0.517
N -2.372 0.197 0.491
C -1.737 -1.003 0.296
O -1.504 -1.457 -0.792
H -2.869 0.549 -0.318
H -2.832 0.341 1.374
H -1.426 -1.495 1.227

Atoms 1-6, force components in eV/Å:
C 0.10 0.27 -0.24
C 0.21 -0.11 0.29
C -0.09 -0.10 0.28
O 0.15 -0.14 0.04
H 0.02 0.00 0.02
H -0.11 -0.06 0.02


# 8
A single C4H9NO2 molecule at a distorted geometry, computed with ωB97M-V with the def2-TZVPD basis set.

Its SMILES is C[C@@H](CO)NC=O. The calculation puts the gap between HOMO and LUMO at 0.38406 Ha. The calculation puts the HOMO energy at -0.3606 Ha.

Positions of all 16 atoms, in Å:
C 0.356 1.312 0.879
C 0.434 0.482 -0.402
C 1.335 -0.718 -0.314
O 1.023 -1.611 0.767
N -0.941 0.048 -0.848
C -1.961 -0.373 -0.073
O -2.014 -0.647 1.106
H -0.319 2.158 0.729
H 1.344 1.688 1.142
H -0.077 0.694 1.658
H 0.824 1.091 -1.232
H 1.433 -1.267 -1.261
H 2.377 -0.438 -0.129
H 0.261 -2.073 0.439
H -1.207 0.273 -1.784
H -2.869 -0.618 -0.677

Atoms 1-6, force components in eV/Å:
C -0.24 -0.12 -0.46
C -0.97 0.14 -0.49
C 1.49 -0.88 0.70
O 0.30 0.70 -0.86
N 1.08 0.53 0.69
C -1.34 -1.18 -0.20


# 9
A single C4H9NO2 molecule, computed with ωB97M-V with the def2-TZVPD basis set.

Its SMILES is C[C@@H](O)CC(N)=O. The calculation puts the gap between HOMO and LUMO at 0.39046 Ha. The calculation puts the HOMO energy at -0.3625 Ha.

Positions of all 16 atoms, in Å:
C -1.605 -0.149 -0.970
C -0.631 0.565 -0.042
O -1.307 1.468 0.822
C 0.120 -0.415 0.869
C 1.402 -0.956 0.257
N 2.357 -0.004 0.012
O 1.574 -2.129 -0.015
H -2.393 -0.627 -0.376
H -1.097 -0.921 -1.559
H -2.077 0.555 -1.667
H 0.103 1.117 -0.652
H -1.848 2.051 0.274
H 0.360 0.118 1.797
H -0.511 -1.271 1.123
H 3.269 -0.324 -0.277
H 2.284 0.921 0.404

Atoms 1-6, force components in eV/Å:
C -0.04 -0.02 -0.02
C 0.18 -0.23 -0.21
O -0.17 0.22 -0.09
C -0.03 -0.07 0.05
C 0.02 -0.02 -0.02
N 0.09 -0.09 0.04


# 10
A single C4H9NO2 molecule at a distorted geometry, computed with ωB97M-V with the def2-TZVPD basis set.

Its SMILES is NC(=O)CCCO. The calculation puts the gap between HOMO and LUMO at 0.38149 Ha. The calculation puts the HOMO energy at -0.3535 Ha.

Positions of all 16 atoms, in Å:
N -1.693 1.901 -0.508
C -0.412 1.575 -0.139
O 0.039 2.289 0.781
C 0.649 0.550 -0.550
C 0.695 -0.454 0.612
C -0.008 -1.806 0.141
O 0.837 -2.917 0.577
H -2.070 1.618 -1.335
H -1.948 2.849 -0.237
H 1.482 1.253 -0.665
H 0.295 0.089 -1.518
H 0.102 -0.111 1.616
H 1.682 -0.799 0.766
H -0.157 -1.759 -1.060
H -1.065 -1.925 0.533
H 1.571 -2.354 0.985

Atoms 1-6, force components in eV/Å:
N 1.32 0.22 1.37
C 1.24 3.01 2.94
O -0.63 -0.47 -0.77
C -2.78 0.56 -1.00
C -3.47 -0.98 0.32
C -0.68 0.13 -1.55


# 11
A single C4H9NO2 molecule, computed with ωB97M-V with the def2-TZVPD basis set.

Its SMILES is C[C@@H](O)CC(N)=O. The calculation puts the gap between HOMO and LUMO at 0.37836 Ha. The calculation puts the HOMO energy at -0.3539 Ha.

Positions of all 16 atoms, in Å:
C -2.108 -0.092 -0.400
C -0.615 0.172 -0.514
O -0.352 1.483 0.003
C 0.194 -0.869 0.268
C 1.698 -0.630 0.232
N 2.108 0.444 0.972
O 2.467 -1.351 -0.380
H -2.412 -0.016 0.650
H -2.365 -1.093 -0.764
H -2.674 0.648 -0.973
H -0.309 0.128 -1.569
H 0.012 2.023 -0.707
H -0.152 -0.870 1.309
H 0.016 -1.861 -0.158
H 3.071 0.725 0.862
H 1.420 1.159 1.169

Atoms 1-6, force components in eV/Å:
C -0.04 -0.04 0.01
C -0.07 -0.22 -0.11
O 0.06 0.18 -0.17
C -0.02 -0.07 0.01
C 0.04 -0.04 -0.04
N 0.09 -0.01 -0.12


# 12
A single C4H9NO2 molecule at a distorted geometry, computed with ωB97M-V with the def2-TZVPD basis set.

Its SMILES is CCC(=O)NCO. The calculation puts the gap between HOMO and LUMO at 0.37316 Ha. The calculation puts the HOMO energy at -0.3520 Ha.

Positions of all 16 atoms, in Å:
C 1.112 -2.344 -0.301
C 0.160 -1.147 0.059
C 0.590 0.121 -0.625
O 1.479 0.364 -1.387
N -0.385 1.194 -0.426
C -1.015 1.548 0.884
O -1.659 0.412 1.323
H 2.213 -1.953 -0.218
H 0.921 -3.305 0.385
H 0.850 -2.657 -1.264
H 0.360 -0.990 1.118
H -0.754 -1.333 -0.356
H 0.102 1.971 -0.656
H -0.362 1.919 1.760
H -1.754 2.323 0.812
H -2.532 0.381 1.813

Atoms 1-6, force components in eV/Å:
C 0.93 0.08 2.67
C 5.06 -1.01 0.10
C -2.13 1.53 0.53
O 0.74 -0.63 -0.10
N -0.87 -2.00 2.48
C 0.09 -0.29 1.24


# 13
A single C4H9NO2 molecule at a distorted geometry, computed with ωB97M-V with the def2-TZVPD basis set.

Its SMILES is CNCC(=O)OC. The calculation puts the gap between HOMO and LUMO at 0.34798 Ha. The calculation puts the HOMO energy at -0.3220 Ha.

Positions of all 16 atoms, in Å:
C -2.525 -0.123 0.235
N -1.306 -0.515 -0.420
C -0.124 0.122 0.045
C 0.718 0.765 -1.005
O 0.321 1.247 -2.039
O 2.015 0.685 -0.617
C 2.491 -0.295 0.481
H -2.403 -0.264 1.315
H -3.324 -0.782 -0.109
H -2.819 0.928 0.079
H -1.344 -0.465 -1.427
H 0.560 -0.614 0.432
H -0.283 0.856 0.850
H 3.045 0.381 1.113
H 3.073 -0.980 -0.120
H 1.903 -0.944 1.184

Atoms 1-6, force components in eV/Å:
C -0.32 0.02 0.11
N -0.28 -0.17 -0.31
C -0.07 -0.22 0.21
C -0.37 -0.30 0.23
O 0.95 -0.20 0.73
O 0.06 -0.82 0.65


# 14
A single C4H9NO2 molecule, computed with ωB97M-V with the def2-TZVPD basis set.

Its SMILES is C[C@H]1CO[C@@]1(N)O. The calculation puts the gap between HOMO and LUMO at 0.38855 Ha. The calculation puts the HOMO energy at -0.3566 Ha.

Positions of all 16 atoms, in Å:
C -1.751 0.131 -0.521
C -0.462 0.483 0.208
C -0.157 -0.289 1.496
O 1.156 -0.629 1.037
C 0.910 -0.087 -0.272
N 1.949 0.825 -0.627
O 0.863 -1.044 -1.274
H -2.615 0.454 0.074
H -1.819 0.611 -1.502
H -1.870 -0.954 -0.661
H -0.374 1.566 0.331
H -0.145 0.280 2.432
H -0.771 -1.188 1.633
H 2.545 0.383 -1.321
H 2.525 0.960 0.189
H 0.014 -1.502 -1.222

Atoms 1-6, force components in eV/Å:
C 0.04 -0.03 -0.03
C -0.05 0.06 0.03
C -0.39 0.02 0.25
O 0.04 -0.24 0.09
C 0.07 0.16 -0.02
N 0.12 -0.11 -0.32


# 15
A single C4H9NO2 molecule, computed with ωB97M-V with the def2-TZVPD basis set.

Its SMILES is C[C@@H](CO)NC=O. The calculation puts the gap between HOMO and LUMO at 0.39102 Ha. The calculation puts the HOMO energy at -0.3641 Ha.

Positions of all 16 atoms, in Å:
C 1.337 -0.898 -0.880
C 0.514 0.100 -0.072
C -0.516 0.588 -1.098
O -1.179 1.769 -0.789
N -0.103 -0.564 1.083
C -0.923 0.056 1.957
O -1.330 1.205 1.857
H 1.717 -1.760 -0.330
H 2.183 -0.378 -1.340
H 0.653 -1.292 -1.646
H 1.104 0.950 0.299
H 0.007 0.763 -2.047
H -1.132 -0.326 -1.291
H -1.287 1.810 0.180
H 0.221 -1.489 1.328
H -1.220 -0.580 2.808

Atoms 1-6, force components in eV/Å:
C 0.08 -0.14 0.00
C 0.04 0.06 -0.16
C 0.17 -0.24 -0.17
O -0.26 0.02 0.08
N -0.10 0.04 0.06
C -0.04 0.12 0.03